108
Properties=species:S:1:pos:R:3:forces:R:3:lowdin_charge:R:1 method="wB97M-V/def2-TZVPD" total_charge=0 de_lowest_kcal_mol=2.1 gap_ev=7.56
Sc -0.9143 0.2533 1.4672 0.8 0.7 0.2 0.893
O -4.4204 -4.6860 1.1317 0.1 0.0 0.0 0.166
C -3.6543 -3.7718 1.2507 -0.3 -0.2 0.0 -0.235
C -2.5978 -3.3294 0.2553 0.3 0.1 -0.4 -0.289
O -2.2618 -3.8912 -0.7683 -0.1 -0.2 0.1 0.059
C -2.0815 -2.0795 0.7765 -0.5 0.1 0.7 -0.307
C -2.7017 -1.7224 1.9753 0.2 -0.6 -0.9 -0.269
O -2.3983 -0.5958 2.5408 0.0 0.0 0.2 -0.092
C -3.6003 -2.7963 2.4200 -0.1 0.2 0.4 -0.269
O -4.1593 -2.9228 3.4818 0.0 0.0 -0.1 0.136
O -1.1525 -1.3009 0.2636 -0.5 -1.0 0.1 -0.297
C 2.3133 1.1223 0.0235 0.1 0.1 0.3 -0.187
Si 2.2218 1.1791 1.9278 0.1 -0.1 0.1 0.413
C 1.6473 2.9374 2.3876 -0.1 -0.3 0.1 -0.184
C 3.9784 1.0584 2.6420 -0.3 -0.2 -0.2 -0.165
C 1.0421 -0.1913 2.4976 -0.2 0.2 0.5 -0.520
Si 1.7573 -1.9291 2.2422 0.3 -0.2 0.0 0.430
C 0.4950 -3.3387 2.1158 0.0 0.3 0.1 -0.140
C 2.8270 -2.0727 0.6813 -0.2 0.2 0.3 -0.172
C 2.9194 -2.4214 3.6682 -0.2 0.2 -0.1 -0.175
Si 0.4242 0.0857 4.2588 0.4 -0.1 0.2 0.488
C -0.5133 -1.3181 5.1185 0.2 0.1 -0.4 -0.145
C 1.7101 0.6605 5.5385 -0.1 0.0 -0.3 -0.166
C -0.8352 1.5443 4.1606 0.3 -0.3 0.1 -0.278
C -1.2494 2.2097 5.3096 0.0 0.0 0.1 -0.046
C -2.1596 3.2476 5.2327 0.0 0.0 -0.1 -0.040
C -2.6592 3.5921 3.9851 0.1 0.0 0.1 -0.039
C -2.2231 2.8813 2.8849 0.0 0.3 -0.2 -0.119
N -1.3246 1.8916 2.9543 -0.4 0.5 0.3 -0.039
H 2.4029 2.1293 -0.3847 0.0 0.1 0.0 0.002
H 1.4178 0.6543 -0.3995 0.0 0.0 -0.1 -0.003
H 3.1731 0.5496 -0.3231 0.0 -0.1 0.0 0.029
H 2.3261 3.6812 1.9651 0.1 -0.1 -0.1 0.034
H 1.6304 3.0894 3.4690 0.0 0.0 0.0 0.025
H 0.6485 3.1546 2.0127 0.0 0.1 0.0 -0.031
H 4.6174 1.8638 2.2747 0.0 0.1 -0.1 0.032
H 4.4491 0.1116 2.3727 0.0 0.0 0.0 0.016
H 3.9632 1.1210 3.7311 0.0 0.0 0.0 0.020
H 0.0889 -3.3965 1.1068 0.0 0.0 -0.1 0.015
H -0.3390 -3.2390 2.8130 0.0 0.0 0.0 0.031
H 0.9845 -4.2926 2.3186 0.1 0.0 0.0 0.045
H 2.2662 -1.8000 -0.2129 0.0 0.0 0.0 -0.024
H 3.1591 -3.1058 0.5569 0.0 -0.1 0.1 0.041
H 3.7163 -1.4424 0.7368 0.0 0.0 0.0 0.020
H 2.3865 -2.5438 4.6135 0.0 0.0 0.0 0.018
H 3.7034 -1.6785 3.8242 0.0 0.0 0.0 0.017
H 3.4000 -3.3742 3.4382 0.0 0.0 0.0 0.032
H 0.1295 -2.1888 5.2562 0.0 0.0 0.0 0.029
H -1.3902 -1.6232 4.5494 0.0 0.0 0.0 0.020
H -0.8570 -0.9981 6.1035 0.0 0.1 0.0 0.039
H 2.5779 0.0000 5.5092 0.0 0.0 0.0 0.024
H 1.3088 0.6205 6.5525 -0.1 0.0 0.0 0.030
H 2.0564 1.6789 5.3573 0.0 0.0 0.0 0.024
H -0.8453 1.9047 6.2657 0.0 0.0 0.0 0.107
H -2.4757 3.7807 6.1196 0.0 0.0 0.0 0.113
H -3.3733 4.3945 3.8688 0.0 0.0 -0.1 0.109
H -2.6033 3.1200 1.9005 0.0 -0.1 0.0 0.086
C -4.4700 3.5639 -3.3204 -0.1 -0.1 -0.1 -0.070
C -4.0370 2.2771 -4.0208 0.1 0.1 0.2 -0.397
C -2.6058 2.4131 -4.5377 -0.2 -0.1 -0.1 -0.064
C -4.2148 1.0524 -3.1094 -0.3 0.3 -0.5 -0.089
N -3.4128 1.1373 -1.9052 0.7 -0.1 0.2 -0.062
C -2.1172 0.8592 -1.7447 0.1 -0.1 0.1 -0.161
N -1.7919 1.1313 -0.5001 -0.4 -0.1 -0.3 -0.116
N -2.9220 1.5666 0.0879 -0.1 0.2 0.1 -0.008
N -3.8880 1.5822 -0.7428 -0.4 0.1 0.1 0.123
H -4.4799 4.3858 -4.0357 0.0 0.0 0.0 0.083
H -3.7739 3.8270 -2.5213 0.0 0.0 0.0 0.060
H -5.4685 3.4709 -2.8920 0.0 0.0 0.0 0.081
H -4.6988 2.1013 -4.8735 0.0 -0.1 0.0 0.139
H -1.9230 2.6979 -3.7348 0.0 0.0 0.0 0.040
H -2.5672 3.1980 -5.2920 0.1 0.0 0.0 0.089
H -2.2507 1.4859 -4.9926 0.1 0.0 0.0 0.082
H -3.9306 0.1424 -3.6384 0.0 0.0 0.1 0.138
H -5.2540 0.9753 -2.7937 0.1 -0.1 0.1 0.134
H -1.4694 0.4468 -2.4986 0.0 0.0 -0.1 0.094
C 0.7549 3.0268 -2.6715 -0.1 0.0 0.2 -0.428
Te -0.3314 3.7267 -0.9473 0.6 0.7 -0.3 1.185
C 0.9195 5.4668 -0.7495 -0.1 -0.1 -0.1 -0.442
H 0.5188 3.6266 -3.5465 -0.1 0.0 0.0 0.003
H 0.5018 1.9850 -2.8597 0.0 0.0 0.0 -0.019
H 1.8197 3.0962 -2.4668 0.0 0.0 0.1 0.002
H 1.9496 5.1529 -0.6011 0.0 -0.1 0.0 -0.003
H 0.5866 6.0269 0.1204 0.0 0.0 0.0 -0.006
H 0.8523 6.0971 -1.6313 -0.1 0.0 0.0 -0.004
Te 0.0544 -1.9757 -2.2443 0.7 0.0 -1.1 1.496
C 1.2863 -3.7106 -2.2169 -0.1 0.0 0.1 -0.494
C 0.7765 -4.8685 -1.6429 -0.1 0.1 0.0 -0.138
C 1.5884 -5.9825 -1.4828 0.1 0.0 0.0 -0.081
C 2.9058 -5.9539 -1.9135 0.0 0.0 0.0 -0.093
C 3.4104 -4.8026 -2.5022 0.0 0.0 0.0 -0.090
C 2.6087 -3.6802 -2.6415 0.0 0.2 -0.1 -0.138
C 0.8162 -1.2035 -4.1129 -0.3 -0.1 0.3 -0.517
C 0.0541 -1.3565 -5.2683 -0.1 -0.1 0.1 -0.156
C 0.4605 -0.7902 -6.4679 0.0 0.1 0.0 -0.094
C 1.6351 -0.0536 -6.5216 0.0 0.0 0.0 -0.092
C 2.4054 0.1050 -5.3782 0.0 0.0 0.0 -0.089
C 1.9936 -0.4645 -4.1816 0.0 0.0 0.2 -0.162
H -0.2567 -4.9050 -1.3326 -0.1 0.0 0.1 0.075
H 1.1812 -6.8752 -1.0253 0.0 0.0 0.0 0.105
H 3.5332 -6.8288 -1.8021 0.0 0.0 0.0 0.100
H 4.4359 -4.7723 -2.8483 0.0 0.0 0.0 0.102
H 3.0169 -2.7805 -3.0854 0.0 0.0 0.0 0.086
H -0.8635 -1.9306 -5.2179 0.0 0.0 -0.1 0.086
H -0.1409 -0.9132 -7.3596 0.0 0.0 0.0 0.102
H 1.9477 0.3989 -7.4537 0.0 0.0 0.0 0.101
H 3.3186 0.6854 -5.4172 0.0 0.0 0.0 0.103
H 2.5850 -0.3278 -3.2830 0.0 0.0 0.0 0.092